{"formula": "C5H6ClNO2S", "method": "ωB97M-V/def2-TZVPD", "mol_weight_g_mol": 179.63, "spin_multiplicity": 3, "total_energy_ha": -1257.54994, "species": ["Cl", "S", "O", "O", "N", "C", "C", "C", "C", "C", "H", "H", "H", "H", "H", "H"], "positions_angstrom": [[3.2146, 1.1808, 0.7361], [1.0701, -2.1522, -0.6970], [0.6743, 2.0739, 0.3600], [-0.0020, -1.8938, 0.5815], [-0.6688, 0.3134, -0.0327], [-1.7917, 1.1706, -0.2173], [-1.0939, -1.1012, 0.1974], [2.3149, -0.9485, -0.4009], [0.5752, 0.8731, 0.2391], [1.9330, 0.1606, 0.2459], [-1.7106, -1.0034, 1.0229], [3.2738, -1.2571, -0.6659], [-1.4762, 1.8330, -0.9621], [-1.6471, -1.6390, -0.5676], [-1.8771, 1.6853, 0.6501], [-2.7885, 0.7046, -0.4894]], "atomic_forces_ev_per_a": [[-0.2, -0.3, 0.0], [1.7, 1.6, 0.2], [-0.8, 1.2, 0.3], [0.5, -0.2, 0.2], [0.7, -3.5, -0.6], [-0.6, -1.1, -1.5], [2.0, 1.0, -0.3], [-2.2, -6.9, -2.6], [1.0, -0.6, -0.6], [-2.6, 5.3, 2.6], [-1.4, -0.4, 1.9], [1.4, -0.2, -0.2], [-0.2, 1.4, -1.3], [0.0, 0.7, -0.9], [-0.9, 2.0, 2.7], [1.6, 0.0, 0.3]]}

{"formula": "C4H8O2", "method": "ωB97M-V/def2-TZVPD", "mol_weight_g_mol": 88.11, "smiles": "O=CCCCO", "de_lowest_kcal_mol": 34.6, "total_energy_ha": -307.65736, "species": ["O", "O", "C", "C", "C", "C", "H", "H", "H", "H", "H", "H", "H", "H"], "positions_angstrom": [[-1.0831, -3.1223, 0.1126], [0.5012, 2.4884, -0.1134], [-1.0849, -1.9964, 0.5284], [0.2611, 0.1722, 0.5350], [1.0049, 1.1636, -0.3509], [-0.5877, -0.8261, -0.2605], [-1.4353, -0.3172, -0.7367], [-0.0631, -1.1355, -1.1761], [0.9695, -0.4126, 1.1233], [-0.3802, 0.7116, 1.2309], [-1.4695, -1.7655, 1.5431], [2.0602, 1.1999, -0.1023], [0.4142, 2.9871, -0.9395], [0.8927, 0.8529, -1.3940]], "atomic_forces_ev_per_a": [[-0.1, -0.3, 0.1], [-0.3, 0.0, -0.5], [0.1, 0.2, -0.2], [-0.2, -0.6, 0.1], [-0.2, 0.5, 0.2], [0.1, 0.7, -1.1], [-0.3, 0.1, 0.5], [0.2, -0.5, 0.5], [0.1, 0.1, 0.1], [0.1, 0.1, 0.1], [0.0, 0.0, 0.0], [0.3, -0.3, 0.0], [0.2, -0.4, 0.3], [0.1, 0.3, 0.0]]}

{"formula": "C25H31IN5NiO2PS3", "method": "ωB97M-V/def2-TZVPD", "mol_weight_g_mol": 746.33, "spin_multiplicity": 3, "de_lowest_kcal_mol": 42.6, "total_energy_ha": -4737.41449, "species": ["I", "Ni", "S", "S", "S", "P", "O", "O", "N", "N", "N", "N", "N", "C", "C", "C", "C", "C", "C", "C", "C", "C", "C", "C", "C", "C", "C", "C", "C", "C", "C", "C", "C", "C", "C", "C", "C", "C", "H", "H", "H", "H", "H", "H", "H", "H", "H", "H", "H", "H", "H", "H", "H", "H", "H", "H", "H", "H", "H", "H", "H", "H", "H", "H", "H", "H", "H", "H", "H"], "positions_angstrom": [[-3.2155, 1.0848, 0.6151], [-1.8290, -1.0954, 0.5712], [-0.2692, -2.3002, -2.0892], [1.0353, -3.8212, 0.5694], [-0.2107, 2.7274, 1.2674], [2.4513, 0.3272, 0.3794], [-0.4366, -3.7302, -2.0211], [-1.1642, -1.5012, -2.8760], [-0.1639, -1.8133, 1.6333], [5.2507, -1.2854, -4.0086], [0.2724, 5.1767, 2.1043], [-0.2814, -1.6450, -0.6030], [0.4112, 4.8252, -0.1861], [-4.9305, -0.1091, 0.7973], [-3.4238, -3.5090, 0.9028], [-7.1925, -1.6577, 1.0719], [0.1761, 4.3474, 1.0483], [1.7636, -0.7212, -2.9947], [-5.8133, -3.6977, 1.1017], [-6.1513, 0.4956, 0.8527], [0.1848, -2.3271, 0.4648], [-4.7482, -1.5165, 0.8727], [-3.4622, -2.1363, 0.8182], [3.2791, 1.7005, -0.5278], [3.6324, -1.0396, 0.0268], [1.1327, 6.0251, -0.5609], [-4.5880, -4.2919, 1.0446], [0.9308, -3.7165, 2.2978], [0.2331, -2.6196, 2.6673], [3.0066, 0.7628, 2.0775], [1.3780, -2.0112, -2.6482], [-7.3077, -0.3031, 0.9913], [3.9746, -1.5253, -3.5309], [3.5753, -2.8146, -3.1803], [2.2832, -3.0537, -2.7449], [0.1114, 6.6185, 2.1050], [3.0472, -0.4802, -3.4374], [-5.9276, -2.2909, 1.0164], [-8.2784, 0.1711, 1.0326], [4.2788, -3.6338, -3.2603], [3.0732, 1.6232, -1.5944], [3.4929, -1.3964, -0.9964], [4.6744, -0.7407, 0.1668], [-6.7132, -4.2903, 1.2077], [1.0470, 0.0851, -2.9204], [4.0944, 0.8362, 2.1521], [0.9954, 7.1404, 1.7375], [1.3907, 5.9340, -1.6134], [2.0629, 6.1216, 0.0049], [-2.4685, -4.0237, 0.8483], [-8.0746, -2.2755, 1.1795], [0.0097, -2.3242, 3.6807], [2.5571, 1.7141, 2.3644], [1.9667, -4.0558, -2.4901], [1.3644, -4.4685, 2.9331], [3.3442, 0.5214, -3.7227], [0.0725, 4.6994, 2.9674], [-0.7587, 6.9246, 1.5186], [-6.2435, 1.5706, 0.7904], [0.2905, 4.1186, -0.8924], [2.6557, 0.0072, 2.7811], [4.3616, 1.7097, -0.3740], [-0.0516, 6.9275, 3.1348], [0.5390, 6.9317, -0.4378], [5.9508, -1.9683, -3.7723], [3.4129, -1.8753, 0.6951], [2.8641, 2.6447, -0.1708], [-4.5049, -5.3697, 1.1009], [5.5808, -0.3375, -3.9388]], "atomic_forces_ev_per_a": [[-0.2, 0.4, 0.0], [0.3, 0.2, 0.0], [0.1, 0.1, -0.1], [0.1, 0.0, 0.2], [0.0, -0.1, 0.1], [-0.1, 0.0, 0.0], [0.0, 0.0, 0.0], [0.0, -0.1, 0.1], [-0.3, -0.2, 0.1], [0.1, 0.0, 0.0], [0.1, 0.0, 0.2], [-0.4, -0.3, -0.3], [-0.2, 0.0, -0.2], [-0.1, -0.1, 0.0], [0.2, 0.1, 0.0], [0.0, 0.0, 0.0], [-0.1, -0.1, -0.1], [0.0, 0.0, -0.1], [0.0, 0.0, 0.0], [0.1, 0.0, 0.0], [0.1, 0.0, -0.1], [0.1, 0.1, 0.0], [-0.1, -0.1, 0.0], [0.0, 0.0, 0.0], [0.0, -0.1, 0.0], [0.2, 0.1, -0.1], [0.0, 0.0, 0.0], [-0.1, 0.1, 0.1], [0.3, -0.1, 0.1], [0.0, 0.0, 0.0], [-0.1, 0.1, 0.0], [0.0, 0.0, 0.0], [-0.1, 0.0, 0.0], [0.0, 0.0, -0.1], [0.0, -0.1, 0.0], [0.0, 0.2, 0.1], [0.0, -0.1, -0.1], [0.0, -0.1, 0.0], [0.0, 0.0, 0.0], [0.0, 0.0, 0.0], [0.0, 0.0, 0.0], [0.1, 0.1, 0.2], [0.0, 0.0, 0.0], [0.0, 0.0, 0.0], [0.0, 0.0, 0.0], [0.0, 0.0, 0.0], [-0.1, 0.0, 0.1], [0.0, 0.0, 0.0], [-0.1, 0.0, 0.0], [0.0, 0.0, 0.0], [0.0, 0.0, 0.0], [0.0, 0.0, 0.0], [0.0, 0.0, 0.0], [0.0, 0.0, 0.0], [0.0, 0.0, 0.0], [0.0, 0.0, 0.0], [0.0, 0.0, 0.0], [0.0, 0.0, 0.0], [0.0, 0.0, 0.0], [0.0, 0.0, 0.0], [0.0, 0.0, 0.0], [0.0, 0.0, 0.0], [0.0, 0.0, 0.0], [0.1, -0.1, -0.1], [0.0, 0.0, 0.0], [0.0, 0.0, 0.0], [0.0, 0.0, 0.0], [0.0, 0.0, 0.0], [0.0, 0.0, 0.0]]}

{"formula": "C5H13PS", "method": "ωB97M-V/def2-TZVPD", "mol_weight_g_mol": 136.20, "de_lowest_kcal_mol": 125.6, "total_energy_ha": -937.67648, "species": ["S", "P", "C", "C", "C", "C", "C", "H", "H", "H", "H", "H", "H", "H", "H", "H", "H", "H", "H", "H"], "positions_angstrom": [[-4.4105, 0.6801, 0.0683], [0.1660, 0.9611, -0.6355], [-0.0821, -0.8062, 0.1469], [2.0041, 0.9617, -0.9536], [0.2974, -1.8391, -0.8744], [-1.4815, -1.0305, 0.6898], [0.0949, 1.9257, 0.9934], [1.4203, -1.6223, -1.1979], [2.1792, 1.4083, -1.9943], [2.4665, 1.7147, -0.3587], [-1.5425, -0.9358, 1.7616], [-1.8905, -1.9485, 0.2832], [-2.1677, -0.2284, 0.2205], [-0.7268, 1.2983, 1.4992], [-0.3618, -1.8920, -1.7224], [0.5150, -0.7111, 0.9976], [0.5132, -2.8652, -0.5044], [-0.4019, 2.8958, 0.8327], [1.1232, 2.1004, 1.4100], [2.2855, -0.0668, -0.6619]], "atomic_forces_ev_per_a": [[0.0, 0.0, 0.0], [-0.5, -0.1, 0.6], [-0.8, 1.1, -1.3], [-1.0, 0.4, -1.2], [4.1, -0.6, 0.1], [-1.3, 1.7, -1.8], [-1.2, -0.6, -0.7], [-2.4, -0.2, -0.1], [0.0, -1.7, 1.1], [0.4, 0.3, 1.0], [-0.2, -0.2, 0.3], [-0.1, -0.4, 0.5], [0.6, -0.9, 0.8], [1.8, 1.0, 0.3], [-0.2, 0.1, -0.4], [1.7, -0.5, 1.2], [-0.9, 0.5, 0.2], [0.4, -0.2, -0.1], [-1.3, -0.6, 0.2], [0.8, 0.8, -0.8]]}

{"formula": "C14H35FeO6", "method": "ωB97M-V/def2-TZVPD", "mol_weight_g_mol": 355.27, "total_charge": 2, "spin_multiplicity": 6, "total_energy_ha": -2268.83632, "species": ["Fe", "O", "O", "O", "O", "O", "O", "C", "C", "C", "C", "C", "C", "C", "C", "C", "C", "C", "C", "C", "C", "H", "H", "H", "H", "H", "H", "H", "H", "H", "H", "H", "H", "H", "H", "H", "H", "H", "H", "H", "H", "H", "H", "H", "H", "H", "H", "H", "H", "H", "H", "H", "H", "H", "H", "H"], "positions_angstrom": [[0.1905, -0.0023, -0.3044], [-0.8905, -1.3803, 0.5076], [1.8235, -1.2913, -0.0454], [1.6615, 1.3737, -0.7164], [0.0955, -0.5043, -2.2904], [-0.0835, 0.2077, 1.5536], [-1.2105, 1.4057, -0.8644], [-0.8375, -0.7893, 1.6176], [-2.4325, 1.7027, -0.6074], [-0.6385, -1.3913, -2.7724], [-0.2275, -2.8123, -2.2404], [0.8535, 3.2147, 0.5296], [1.9775, 2.3837, -0.0474], [2.3495, -1.9803, 0.8816], [-3.0155, 1.2467, 0.7116], [2.5535, -1.4343, 2.2536], [-2.6005, 3.2307, -0.7284], [1.5385, -3.2513, 0.9246], [2.9355, 1.9097, 1.0526], [-1.5265, -1.3083, 2.8276], [-2.1015, -1.1303, -2.5914], [3.3215, -0.6933, 2.0706], [-2.4465, 1.6287, 1.5556], [0.1285, 2.6447, 1.0996], [0.5845, -3.0723, 1.2696], [1.6815, -0.9863, 2.6916], [2.4565, -1.2713, -0.7704], [-2.5825, -0.2163, -3.0154], [3.3145, -2.2443, 0.5096], [1.9375, -3.9133, 1.7066], [-0.4225, -1.3423, -3.8794], [-2.6905, -1.9853, -3.0344], [-2.2995, -1.0943, -1.5464], [0.3155, 3.6937, -0.3184], [-1.9095, -0.5143, 3.4756], [2.5265, 1.1817, 1.7536], [-3.1895, 0.1377, 0.6286], [-2.9805, 1.3127, -1.4464], [3.0945, -2.1623, 2.9086], [-2.4855, 3.4937, -1.7604], [3.1345, 2.8417, 1.5936], [3.8315, 1.5027, 0.6686], [1.6135, -3.8683, 0.0296], [2.3975, 1.3627, -1.3624], [2.5065, 2.9797, -0.7704], [-3.6105, 3.5417, -0.4994], [1.3155, 3.9597, 1.1336], [-2.3685, -1.9833, 2.5066], [0.7385, -0.3743, -3.0554], [0.7325, -3.1143, -2.5394], [-0.9775, -3.5223, -2.6384], [-0.2765, -2.8353, -1.1664], [-4.0295, 1.5647, 0.7326], [-1.0305, 1.9617, -1.6774], [-0.7555, -1.7383, 3.4566], [-1.9885, 3.7247, 0.0366]], "atomic_forces_ev_per_a": [[0.5, 0.2, -0.8], [-1.4, -1.6, -1.2], [-3.1, 6.7, -6.8], [-2.8, -8.0, -7.2], [8.0, 7.9, 2.0], [1.0, 2.5, 1.9], [7.8, -0.9, -2.2], [-0.9, -1.1, 0.9], [-7.9, 3.2, 1.3], [-5.4, -8.5, -5.7], [-2.6, 0.7, -0.7], [-0.6, -0.2, -1.7], [3.1, 7.0, 6.5], [2.4, -7.4, 5.5], [0.3, -2.0, -1.1], [1.7, 0.5, 0.0], [-0.5, -0.6, 1.1], [2.6, -2.2, 1.1], [-0.7, 2.1, 0.9], [-0.9, 0.3, -0.5], [-1.8, -0.6, -0.9], [0.0, 0.8, 0.7], [-0.1, -0.3, 0.2], [0.1, -0.1, 0.3], [-2.4, 0.4, 0.2], [-0.3, 0.0, 0.5], [-0.4, 0.3, -0.3], [1.0, -0.4, -0.1], [1.1, -0.5, 0.2], [0.1, 0.1, -0.1], [-0.8, -0.9, 0.6], [0.6, 0.9, 0.6], [-0.5, -0.2, 1.1], [0.2, 0.0, 0.7], [-0.1, 0.2, -0.4], [-0.5, 0.2, -0.2], [0.7, 0.7, 0.8], [-1.3, -0.5, -0.1], [-1.0, 0.4, -0.5], [0.8, 0.7, -0.6], [0.6, -0.5, 0.3], [1.2, -0.3, -0.6], [-0.4, 0.4, -0.2], [-0.9, -1.4, -0.1], [0.6, 1.5, 0.4], [-0.4, -0.2, 0.0], [0.0, 0.7, 0.5], [1.2, 0.4, 0.6], [-0.3, 0.7, 2.2], [1.4, -0.3, -0.6], [0.6, 0.1, 0.3], [-0.2, 0.0, 0.4], [-0.7, 0.8, 0.2], [0.7, -1.0, 1.0], [0.1, -0.8, 0.0], [0.2, 0.2, -0.7]]}

{"formula": "C12H24Br12", "method": "ωB97M-V/def2-TZVPD", "mol_weight_g_mol": 1127.17, "smiles": "BrCCBr.BrCCBr.BrCCBr.BrCCBr.BrCCBr.BrCCBr", "de_lowest_kcal_mol": 0.0, "total_energy_ha": -31359.82695, "species": ["Br", "Br", "Br", "Br", "Br", "Br", "Br", "Br", "Br", "Br", "Br", "Br", "C", "C", "C", "C", "C", "C", "C", "C", "C", "C", "C", "C", "H", "H", "H", "H", "H", "H", "H", "H", "H", "H", "H", "H", "H", "H", "H", "H", "H", "H", "H", "H", "H", "H", "H", "H"], "positions_angstrom": [[-4.7476, -5.0991, 0.2057], [-0.9465, 0.0973, 3.5651], [-4.1194, -0.8322, 1.6955], [1.8386, 2.2703, 6.5174], [-2.9083, -0.2819, -3.7389], [3.9150, 1.7578, -0.3463], [2.4979, -3.4258, -1.1995], [0.4753, 2.5678, 1.1231], [-0.6927, -1.4264, -0.7894], [4.8700, -0.1044, -3.3438], [-6.6498, -0.3780, -1.0913], [6.7203, 4.6504, -2.5750], [-5.5143, -0.1365, -2.6426], [0.5095, 0.7910, 0.3607], [-3.8790, -3.4787, 0.8175], [4.3808, -1.5358, -2.1333], [2.9187, -1.8353, -2.3146], [1.0601, 1.6481, 4.8123], [-4.1366, -0.6330, -2.2785], [4.5820, 3.1347, -1.5581], [6.0785, 3.1482, -1.5081], [-0.8452, 0.4093, -0.1465], [-0.3281, 1.1682, 5.0567], [-4.9162, -2.5777, 1.4270], [-5.5046, 0.9197, -2.8902], [1.7558, 0.8961, 4.4589], [-3.3692, -3.0216, -0.0241], [-5.9339, -0.6993, -3.4700], [-0.3922, 0.5261, 5.9300], [-5.1974, -2.9576, 2.4030], [4.5949, -1.1668, -1.1323], [-5.7667, -2.4323, 0.7713], [-1.0132, 1.9945, 5.2279], [6.5036, 2.2447, -1.9324], [-3.1538, -3.7744, 1.5696], [2.7197, -2.2007, -3.3135], [-4.1180, -1.7106, -2.1539], [5.0122, -2.4037, -2.2895], [0.8338, 0.0950, 1.1263], [-1.2248, 0.9796, -0.9878], [1.2282, 0.8520, -0.4499], [1.1408, 2.5388, 4.2019], [2.2520, -1.0780, -1.9268], [-3.7588, -0.1348, -1.3924], [6.4679, 3.3043, -0.5077], [4.1164, 4.0629, -1.2489], [4.2231, 2.8449, -2.5411], [-1.5788, 0.4228, 0.6563]], "atomic_forces_ev_per_a": [[0.0, -0.1, -0.1], [-0.2, -0.1, 0.0], [0.1, 0.2, 0.2], [-0.1, -0.1, -0.1], [0.1, 0.1, -0.1], [0.1, 0.0, 0.1], [0.1, 0.2, -0.1], [-0.1, 0.3, 0.1], [-0.1, -0.1, 0.1], [0.2, -0.1, -0.3], [-0.3, 0.0, -0.1], [0.0, -0.1, 0.0], [0.3, -0.1, -0.1], [0.2, 0.2, -0.4], [0.2, 0.0, 0.1], [-0.1, 0.2, 0.7], [0.3, -1.2, 0.5], [1.0, 0.6, 0.4], [-0.1, -0.1, -0.1], [-0.3, -0.3, -0.1], [0.2, 0.2, 0.1], [-0.5, -0.3, 0.1], [-0.3, -0.1, 0.5], [0.1, -0.1, -0.1], [-0.1, 0.0, 0.1], [-0.2, -0.2, -0.1], [0.0, -0.1, -0.1], [-0.1, 0.0, 0.0], [0.1, -0.1, -0.1], [-0.3, 0.1, 0.0], [-0.1, 0.1, 0.0], [-0.1, 0.0, 0.1], [-0.1, 0.0, -0.3], [0.0, 0.0, 0.0], [0.1, 0.0, -0.1], [-0.3, 0.4, -0.1], [0.0, 0.0, 0.2], [0.0, 0.0, -0.4], [0.1, 0.1, 0.1], [0.2, 0.2, 0.0], [0.1, -0.1, 0.1], [-0.3, -0.2, -0.3], [0.0, 0.2, -0.4], [0.1, 0.0, 0.0], [-0.1, 0.0, 0.0], [0.1, 0.1, 0.1], [0.0, 0.1, 0.0], [0.0, -0.1, -0.1]]}